[1]
{
  "formula": "C44H30I3IrN3O3P",
  "method": "ωB97M-V/def2-TZVPD",
  "symbols": ["Ir", "O", "C", "O", "C", "C", "C", "C", "C", "C", "N", "C", "C", "C", "C", "C", "C", "N", "H", "H", "H", "H", "H", "H", "H", "H", "H", "H", "I", "C", "C", "C", "C", "C", "C", "C", "C", "C", "P", "C", "C", "C", "C", "C", "C", "C", "C", "C", "C", "C", "C", "C", "H", "H", "H", "H", "H", "H", "H", "H", "H", "H", "H", "H", "H", "H", "H", "H", "I", "C", "C", "C", "I", "C", "C", "C", "C", "N", "C", "C", "O", "H", "H", "H", "H"],
  "positions_angstrom": [[0.03003, -0.06050, -0.22963], [6.78579, -3.98441, 1.75902], [5.72789, -3.89967, 0.94410], [5.68051, -4.50928, -0.08479], [4.60266, -2.98260, 1.34374], [4.81852, -1.73468, 1.91418], [3.77233, -0.82837, 2.04088], [2.51004, -1.18477, 1.58797], [2.27622, -2.45783, 1.07314], [3.31734, -3.35157, 0.94734], [1.42778, -0.26185, 1.56348], [1.26340, 0.53658, 2.54902], [0.19445, 1.53205, 2.50985], [-0.05882, 2.40966, 3.54903], [-1.15590, 3.25603, 3.43749], [-1.94013, 3.19134, 2.29971], [-1.59925, 2.30477, 1.28376], [-0.55172, 1.49698, 1.39340], [6.63950, -3.51703, 2.59192], [5.81238, -1.43092, 2.21845], [3.96662, 0.16338, 2.42744], [1.26905, -2.72156, 0.76378], [3.16274, -4.32996, 0.51368], [1.89724, 0.47724, 3.43093], [0.57722, 2.42387, 4.42329], [-1.39596, 3.94658, 4.23386], [-2.80922, 3.82205, 2.18271], [-2.14813, 2.25956, 0.35236], [-1.91486, -1.19233, 1.30145], [-1.99710, -3.24167, 0.93434], [-2.23285, -3.98106, 2.06085], [-2.55826, -5.34392, 1.94756], [-2.68354, -5.89164, 0.70852], [-2.41420, -5.14432, -0.46424], [-2.58398, -5.76078, -1.72209], [-2.32956, -5.07570, -2.87130], [-1.82791, -3.77146, -2.79635], [-1.63260, -3.11181, -1.59938], [-0.82127, -1.47186, -1.90863], [0.53522, -2.04433, -2.99702], [1.50808, -2.81539, -2.35591], [2.58282, -3.33317, -3.05450], [2.71293, -3.06775, -4.41241], [1.74722, -2.31632, -5.06150], [0.65479, -1.81398, -4.36336], [-2.08311, -0.57422, -2.85374], [-1.77288, 0.34951, -3.85325], [-2.78345, 0.98977, -4.55218], [-4.11165, 0.74825, -4.23485], [-4.42951, -0.13855, -3.21518], [-3.42308, -0.80339, -2.53508], [-1.99394, -3.78038, -0.38525], [-2.20350, -3.52167, 3.03974], [-2.74412, -5.92490, 2.83941], [-3.00014, -6.91984, 0.59392], [-2.92593, -6.78699, -1.75221], [-2.47874, -5.53417, -3.83830], [-1.57491, -3.28194, -3.72711], [1.40389, -3.04295, -1.30009], [3.32131, -3.93740, -2.54417], [3.55494, -3.46295, -4.96371], [1.82737, -2.13012, -6.12365], [-0.10868, -1.28414, -4.90969], [-0.74418, 0.57212, -4.10605], [-2.52923, 1.68231, -5.34370], [-4.89872, 1.24577, -4.78463], [-5.46304, -0.32328, -2.95687], [-3.69090, -1.51923, -1.76742], [-2.06948, 3.99074, -2.78310], [-0.30113, 2.95604, -3.09462], [0.53935, 3.26597, -4.17903], [1.72496, 2.60335, -4.39624], [2.84282, 3.06502, -6.09040], [2.16639, 1.61153, -3.48045], [3.39588, 0.91172, -3.53028], [3.68347, -0.02306, -2.57551], [2.75566, -0.29886, -1.55964], [1.61026, 0.34168, -1.47368], [1.30556, 1.29664, -2.41573], [0.03988, 1.92585, -2.24703], [-0.72626, 1.48573, -1.25610], [0.22698, 4.04058, -4.86544], [4.10063, 1.12834, -4.32183], [4.61684, -0.56664, -2.58263], [2.97134, -1.04431, -0.80624]],
  "forces_ev_per_angstrom": [[-0.78, 0.44, 0.44], [0.02, 0.08, 0.05], [-0.01, -0.07, 0.06], [-0.03, 0.00, 0.03], [-0.02, 0.10, -0.16], [0.00, -0.09, 0.04], [-0.01, -0.02, -0.10], [0.04, -0.26, 0.13], [-0.08, 0.00, 0.15], [0.04, 0.03, 0.03], [-0.19, -0.64, -0.03], [-0.02, 0.13, -0.17], [-0.04, -0.12, 0.07], [-0.02, -0.11, -0.06], [-0.03, 0.00, -0.03], [-0.01, -0.02, 0.06], [0.06, 0.10, -0.05], [0.74, 0.15, 0.00], [0.01, -0.06, -0.03], [0.02, 0.01, -0.04], [0.00, 0.04, -0.04], [0.06, 0.02, 0.04], [0.01, -0.02, -0.03], [0.05, 0.02, -0.04], [0.00, -0.03, 0.02], [0.00, 0.02, 0.00], [0.01, 0.04, -0.02], [-0.01, -0.01, -0.03], [-0.08, 0.40, -0.19], [0.18, -0.11, -0.17], [0.02, 0.05, -0.11], [-0.02, -0.04, 0.01], [-0.01, -0.01, 0.03], [0.06, 0.11, 0.00], [0.02, 0.00, -0.04], [-0.03, -0.07, -0.01], [0.01, 0.10, 0.10], [-0.06, 0.08, 0.22], [0.66, -0.14, -0.07], [0.02, 0.09, 0.04], [-0.14, -0.16, 0.02], [0.01, 0.00, -0.02], [-0.02, -0.01, -0.01], [0.03, -0.02, 0.00], [-0.04, 0.02, 0.07], [-0.02, -0.05, 0.03], [0.09, -0.25, -0.16], [0.01, -0.07, 0.01], [-0.01, -0.06, 0.03], [0.00, 0.07, -0.04], [0.03, -0.03, 0.06], [0.04, 0.11, 0.09], [-0.02, 0.02, 0.01], [-0.01, -0.01, 0.00], [0.03, -0.03, 0.00], [0.00, -0.02, 0.00], [0.00, -0.01, -0.01], [0.01, 0.03, -0.02], [0.02, 0.03, -0.09], [0.03, -0.03, 0.03], [0.01, -0.01, -0.01], [0.00, 0.00, -0.02], [-0.07, 0.12, -0.01], [-0.12, -0.14, -0.06], [0.00, 0.00, 0.00], [-0.01, 0.02, 0.00], [-0.01, -0.02, -0.01], [0.01, 0.00, 0.00], [0.05, 0.05, 0.05], [0.06, -0.11, 0.22], [0.17, -0.04, -0.06], [-0.07, 0.05, 0.01], [0.02, 0.03, 0.01], [-0.06, 0.05, 0.04], [-0.04, -0.06, 0.04], [-0.01, 0.11, -0.05], [0.09, 0.11, 0.17], [-0.12, 0.40, -0.06], [-0.45, 0.23, 0.04], [0.66, -0.10, 0.14], [-0.65, -0.47, -0.37], [0.01, 0.03, -0.02], [0.00, -0.01, -0.02], [0.00, -0.02, -0.02], [-0.05, 0.04, -0.10]],
  "mulliken_charge": [3.444, -0.464, 0.556, -0.504, 0.284, -0.935, -0.220, -1.013, 0.286, -0.713, 0.009, -0.435, 0.351, -1.059, -0.371, -0.995, -0.086, 0.112, 0.343, 0.406, 0.594, 0.655, 0.490, 0.677, 0.511, 0.472, 0.459, 0.548, 0.284, 0.607, -0.772, -0.967, -0.877, 0.824, -0.834, -1.263, -0.521, 1.255, 1.187, 0.397, -0.904, -0.849, -0.748, -0.950, -0.250, 0.965, -0.172, -1.227, -0.787, -0.831, -1.224, 0.421, 0.477, 0.427, 0.435, 0.446, 0.509, 0.426, 0.295, 0.555, 0.475, 0.513, 0.535, 0.581, 0.545, 0.450, 0.502, 0.423, 0.138, -0.092, -0.102, -0.441, 0.160, 1.045, -0.914, -1.611, 0.433, -0.346, 0.339, -0.666, -1.324, 0.435, 0.287, 0.579, 0.319],
  "max_force_ha_per_bohr": 0.0194,
  "de_lowest_kcal_mol": 15.2,
  "charge": 2,
  "mol_weight_g_mol": 1252.64
}


[2]
{
  "formula": "C44H30IN4O2PPb",
  "method": "ωB97M-V/def2-TZVPD",
  "symbols": ["Pb", "N", "C", "C", "C", "C", "C", "C", "C", "C", "C", "C", "C", "C", "N", "C", "C", "C", "C", "N", "H", "H", "H", "H", "H", "H", "H", "H", "H", "H", "I", "C", "C", "C", "C", "C", "C", "C", "C", "C", "P", "C", "C", "C", "C", "C", "C", "C", "C", "C", "C", "C", "C", "C", "H", "H", "H", "H", "H", "H", "H", "H", "H", "H", "H", "H", "H", "H", "H", "H", "O", "C", "O", "C", "C", "C", "C", "C", "N", "H", "H", "H", "H"],
  "positions_angstrom": [[0.61213, 0.78550, -1.23896], [-8.74192, 3.17390, 2.96889], [-7.71215, 2.91284, 2.53261], [-6.42040, 2.58404, 1.98427], [-5.38439, 2.19881, 2.83054], [-4.14619, 1.88305, 2.29934], [-3.93222, 1.93000, 0.92384], [-4.97373, 2.32411, 0.08464], [-6.20879, 2.65941, 0.60986], [-2.61322, 1.57003, 0.33546], [-1.50608, 2.32369, 0.72536], [-1.51602, 3.44613, 1.59185], [-0.21665, 3.89283, 1.72764], [0.57256, 3.05573, 0.93256], [-0.17691, 2.11842, 0.33672], [-2.61240, 0.49756, -0.57313], [-3.67934, -0.37884, -0.85824], [-3.23585, -1.30592, -1.78932], [-1.90562, -0.98600, -2.05683], [-1.52471, 0.08462, -1.33853], [-5.55029, 2.15839, 3.89851], [-3.34151, 1.59130, 2.96058], [-4.80604, 2.39402, -0.98256], [-7.01258, 2.98233, -0.03782], [-2.39883, 3.88021, 2.03384], [0.13650, 4.72956, 2.30798], [1.64154, 3.10110, 0.76720], [-4.66234, -0.33048, -0.41580], [-3.78983, -2.11649, -2.23468], [-1.22364, -1.48038, -2.73693], [3.30091, -1.23599, -2.48259], [3.09221, -3.29883, -2.24280], [3.31988, -4.08964, -3.32884], [3.41383, -5.48687, -3.16493], [3.35559, -6.01855, -1.91331], [3.10515, -5.20270, -0.78146], [3.07352, -5.77656, 0.51012], [2.79554, -5.02226, 1.61116], [2.46024, -3.66964, 1.45281], [2.50507, -3.05975, 0.21789], [1.85160, -1.35667, 0.33643], [0.27192, -1.56633, 1.12871], [-0.23690, -0.59087, 1.99764], [-1.47070, -0.78735, 2.58783], [-2.22621, -1.91281, 2.27833], [-1.74830, -2.85528, 1.37421], [-0.50500, -2.68596, 0.79578], [2.92976, -0.36114, 1.37373], [2.81000, -0.49779, 2.76685], [3.72044, 0.13501, 3.59287], [4.73584, 0.91513, 3.05217], [4.83201, 1.07981, 1.67788], [3.93213, 0.44582, 0.83588], [2.89248, -3.80246, -0.93689], [3.46875, -3.65470, -4.30781], [3.58000, -6.11517, -4.02925], [3.50979, -7.07931, -1.75925], [3.27689, -6.83597, 0.60950], [2.79407, -5.45718, 2.60105], [2.15056, -3.11047, 2.32717], [0.34109, 0.29135, 2.23792], [-1.84367, -0.06005, 3.29524], [-3.19073, -2.05905, 2.74782], [-2.34260, -3.72444, 1.12673], [-0.12805, -3.42751, 0.10159], [2.01266, -1.08265, 3.20445], [3.63187, 0.01891, 4.66497], [5.44453, 1.40612, 3.70603], [5.60338, 1.70905, 1.25443], [3.99596, 0.62243, -0.22504], [3.76648, 3.48227, -2.43559], [2.77353, 2.82817, -2.25439], [2.60032, 1.87646, -1.38437], [1.55278, 3.11167, -3.11854], [1.59576, 4.10167, -4.08563], [0.46703, 4.31086, -4.86159], [-0.67041, 3.53891, -4.64639], [-0.64433, 2.57678, -3.66181], [0.46044, 2.38118, -2.92259], [2.50578, 4.67110, -4.20219], [0.47375, 5.06972, -5.63286], [-1.56592, 3.68047, -5.23464], [-1.50175, 1.95160, -3.44336]],
  "forces_ev_per_angstrom": [[0.37, 0.04, 0.76], [0.07, -0.02, -0.03], [0.03, 0.01, -0.02], [-0.05, 0.03, 0.03], [0.01, 0.01, 0.02], [0.03, -0.01, 0.05], [0.00, 0.01, -0.04], [0.01, 0.02, -0.02], [-0.04, 0.01, -0.02], [-0.04, 0.05, -0.03], [0.00, 0.07, 0.10], [0.05, 0.07, 0.01], [-0.06, 0.03, 0.02], [0.03, -0.01, 0.03], [0.22, -0.10, -0.30], [0.01, -0.07, -0.02], [-0.07, -0.06, -0.04], [0.03, -0.02, -0.03], [-0.08, -0.01, 0.05], [0.42, 0.13, -0.38], [-0.01, -0.02, -0.01], [0.00, 0.00, 0.00], [-0.02, -0.03, 0.00], [0.02, -0.02, 0.00], [0.04, -0.02, 0.00], [-0.02, -0.02, -0.01], [-0.05, -0.02, -0.01], [0.05, 0.02, -0.01], [-0.02, 0.04, 0.04], [-0.01, 0.02, 0.03], [0.26, 0.02, -0.20], [-0.06, 0.34, -0.16], [0.03, -0.15, 0.02], [0.01, 0.01, -0.04], [0.03, -0.02, 0.03], [-0.02, 0.03, 0.03], [-0.02, -0.03, 0.00], [0.01, -0.03, 0.04], [0.01, 0.14, 0.04], [-0.03, 0.00, -0.51], [-0.24, 0.67, 0.18], [-0.23, -0.05, 0.08], [0.07, -0.15, -0.03], [-0.09, -0.05, -0.01], [0.01, 0.00, 0.02], [-0.07, 0.06, -0.01], [0.06, 0.11, 0.04], [-0.04, 0.09, -0.03], [0.06, 0.01, -0.09], [-0.01, -0.01, 0.05], [-0.01, 0.01, -0.02], [-0.03, 0.01, 0.05], [0.04, -0.04, 0.09], [-0.04, -0.15, 0.09], [0.01, 0.00, 0.02], [0.03, 0.01, 0.02], [-0.04, 0.02, 0.01], [-0.01, 0.02, -0.01], [-0.02, 0.00, -0.01], [0.02, -0.07, -0.01], [-0.01, 0.00, 0.01], [0.01, -0.01, 0.03], [0.01, 0.01, -0.01], [-0.01, 0.01, 0.01], [0.00, -0.01, 0.03], [0.06, -0.04, 0.02], [0.01, 0.02, -0.01], [-0.01, -0.01, 0.00], [-0.01, -0.01, 0.00], [0.06, -0.09, -0.03], [0.14, -0.17, 0.23], [-0.41, 0.21, -0.37], [-0.07, -0.40, 0.27], [0.26, 0.14, -0.08], [-0.15, -0.07, 0.01], [0.02, 0.03, -0.02], [0.01, 0.07, -0.05], [0.09, 0.01, 0.09], [-0.66, -0.59, 0.02], [0.01, 0.00, -0.01], [-0.02, 0.00, 0.01], [0.01, 0.00, 0.01], [0.04, -0.02, 0.01]],
  "mulliken_charge": [1.608, -0.443, -0.189, 0.502, -1.061, -0.053, 0.429, -0.071, -0.991, 1.083, -0.150, -0.642, -1.558, -0.348, 0.670, -0.977, -0.154, -1.353, -0.830, 0.327, 0.489, 0.478, 0.509, 0.481, 0.769, 0.514, 0.625, 0.720, 0.505, 0.568, 0.258, 0.392, -0.640, -0.766, -0.926, 0.698, -0.783, -1.264, -0.366, 0.901, 0.482, 0.676, -0.454, -0.948, -0.783, -0.877, -1.131, 2.293, -0.133, -1.043, -0.653, -0.800, -0.604, 0.305, 0.464, 0.422, 0.425, 0.449, 0.463, 0.251, 0.549, 0.600, 0.488, 0.491, 0.492, 0.373, 0.456, 0.450, 0.495, 0.110, -0.628, 0.010, -0.305, 0.707, -0.749, -0.238, -0.903, -0.257, 0.068, 0.553, 0.465, 0.459, 0.549],
  "max_force_ha_per_bohr": 0.0172,
  "charge": 2,
  "mol_weight_g_mol": 1011.83,
  "e_tot_ha": -2895.5569
}